This record from OMol25 describes C32H23BrN4O5S4Sr as an isolated structure. The level of theory is ωB97M-V/def2-TZVPD.

HOMO energy, eV: -7.704
Energy relative to the best compared isomer or geometry (same formula, charge and spin), kcal/mol: 44.5
LUMO energy, eV: -0.62
Electronic energy, eV: -163979.32421

```
70
Properties=species:S:1:pos:R:3:forces:R:3:nbo_charge:R:1
Sr 1.24575 0.22031 -0.81540 -1.87 -2.38 -2.94 1.7779
Br 4.23143 -1.84361 -2.03983 0.10 -0.01 0.08 0.0644
S -0.05362 -5.59695 0.14062 -0.12 0.02 0.23 0.4690
S 0.00287 -2.25145 -2.81359 0.18 -0.10 -0.06 -0.3111
S 0.06699 5.89483 0.16396 -0.14 -0.01 0.24 0.4626
S 2.93930 0.59832 1.15460 2.07 0.23 1.99 2.3585
O 2.42680 -0.73917 0.82460 1.15 -0.81 1.67 -1.0696
O 2.96503 1.40790 -0.07960 1.52 1.11 0.74 -1.0753
O 0.00879 1.98133 -4.52240 0.22 0.00 0.13 -0.6514
O 2.23264 1.23720 2.23833 0.10 0.02 0.05 -0.9808
O 0.10740 1.07999 -2.47308 -1.15 1.27 -1.82 -0.8983
N 2.49875 0.04628 -2.98921 0.60 0.08 -0.63 -0.5153
N -2.06756 -0.60926 -2.67888 0.00 -0.21 0.37 -0.5186
N -0.31832 -1.22658 0.50146 -0.42 -0.41 0.53 -0.5048
N -0.27626 1.51238 0.51626 -0.78 0.67 0.72 -0.4993
C 4.05674 0.93150 -5.09690 -0.04 -0.02 0.10 -0.1484
C -1.20341 -5.69667 2.42056 0.02 0.14 -0.02 -0.2306
C -4.22078 -1.06978 -1.84773 -0.08 0.03 0.03 -0.3108
C -3.78046 -2.37130 -1.53031 0.06 0.06 -0.06 -0.1345
C 4.63713 0.35682 1.65659 -0.45 0.07 -0.17 -0.8780
C -0.81269 0.86644 1.56592 -0.30 0.28 0.32 0.1565
C -0.39630 -7.13332 0.80728 0.07 0.03 -0.09 -0.4092
C -1.35621 1.55967 2.66185 0.08 -0.01 -0.23 -0.0880
C -0.23409 2.82124 0.51974 -0.21 0.09 0.09 0.1083
C -1.00479 -7.03934 2.01983 -0.01 -0.07 -0.02 -0.2553
C -1.92513 0.83144 3.75447 -0.03 -0.15 0.13 -0.1824
C 2.78092 1.43788 -4.90723 -0.05 0.01 0.01 -0.2133
C 0.59363 1.41733 -3.60601 -0.30 0.09 -0.57 0.7614
C -1.01136 7.33228 1.97547 -0.02 0.07 0.01 -0.2546
C 4.53124 -0.04844 -4.23696 0.04 -0.06 0.00 -0.2727
C -0.32432 7.43043 0.80666 0.08 -0.06 -0.12 -0.4059
C -0.70587 5.07781 1.48217 0.07 0.36 -0.10 -0.2313
C -1.58255 -1.85760 -2.41711 -0.09 -0.11 -0.23 0.0857
C 2.03718 0.97030 -3.83695 -0.12 0.01 -0.12 0.1053
C -0.77768 -3.32630 1.58361 -0.10 0.31 0.15 -0.1166
C -3.32684 -0.21174 -2.40955 -0.13 -0.02 -0.02 0.0824
C -0.73914 -4.78424 1.51051 0.09 -0.35 -0.13 -0.2229
C -1.35784 -1.25602 2.67128 0.09 0.09 -0.22 -0.1144
C 3.69623 -0.45307 -3.20920 -0.06 0.10 -0.16 0.1630
C -1.91869 -0.51803 3.76214 -0.03 0.14 0.10 -0.1689
C -0.26984 -2.53687 0.53141 -0.10 -0.11 0.08 0.0853
C -1.31899 2.95876 2.63288 0.15 0.03 -0.19 -0.0590
C -0.75426 3.61972 1.55932 -0.05 -0.20 0.07 -0.1024
C -2.50674 -2.76377 -1.82794 -0.14 0.05 0.13 -0.2703
C -0.82385 -0.57115 1.56251 -0.30 -0.34 0.33 0.2370
C -1.33162 -2.65513 2.65500 0.10 -0.10 -0.15 -0.0674
C -1.22992 5.98830 2.36081 0.03 -0.17 -0.04 -0.2254
H -4.46415 -3.05603 -1.04410 0.02 -0.06 -0.06 0.2209
H -2.35280 1.38982 4.57813 0.01 -0.01 0.01 0.2164
H -0.12143 -8.02353 0.26495 -0.02 -0.01 0.02 0.2415
H -1.72981 3.51041 3.46854 -0.01 0.01 0.01 0.2055
H 0.21612 3.28426 -0.35363 0.01 -0.01 0.00 0.2081
H -2.33653 -1.07311 4.59324 -0.01 0.03 0.01 0.2146
H 4.67511 1.28282 -5.91225 0.01 -0.01 -0.01 0.2235
H 5.12821 1.32549 1.69454 -0.02 0.02 0.05 0.2416
H 5.50714 -0.49577 -4.35280 0.00 0.01 -0.03 0.2352
H -5.23405 -0.75590 -1.64903 0.02 0.04 0.01 0.2282
H 5.11506 -0.29544 0.92988 0.00 0.02 -0.03 0.2422
H -1.67586 -5.42905 3.35457 0.01 0.05 0.00 0.2167
H -1.35567 8.18334 2.54405 0.02 0.02 -0.02 0.2271
H 4.60742 -0.11044 2.63759 0.05 0.00 0.01 0.2425
H 2.33484 2.17273 -5.56150 0.01 -0.01 -0.01 0.2506
H -0.01988 8.32054 0.28047 -0.02 0.01 0.03 0.2415
H -2.16116 -3.76288 -1.60446 0.05 0.00 -0.02 0.2364
H -1.76164 5.70979 3.25874 -0.01 0.00 0.01 0.2166
H -1.74365 -3.19825 3.49642 -0.02 0.01 0.01 0.2047
H -1.36296 0.09406 -2.91845 0.12 0.19 -0.13 0.4742
H 0.17865 -3.00590 -0.33955 -0.03 0.01 -0.03 0.2304
H -1.30548 -7.89318 2.60876 0.01 -0.01 -0.01 0.2266
H -3.56718 0.80759 -2.67606 0.06 0.02 0.03 0.2244
```
Positions in Å, forces in eV/Å.

This record from OMol25 describes C32H23Cl5InN5OS as an isolated structure. The level of theory is ωB97M-V/def2-TZVPD.

HOMO energy, eV: -7.390
LUMO energy, eV: 0.37
Electronic energy, eV: -121677.94361

```
68
Properties=species:S:1:pos:R:3:forces:R:3:nbo_charge:R:1
In 0.13906 -0.07425 0.00678 -0.34 0.24 0.39 1.5517
Cl -2.83945 -3.95802 -0.13368 -0.23 -0.04 0.03 0.0488
Cl 1.79239 -1.71635 -1.49043 0.55 0.31 -0.10 0.1150
Cl 0.99001 -6.92224 -2.54413 0.02 -0.18 -0.08 0.0496
Cl -1.84665 -6.71621 -1.24730 -0.09 -0.11 -0.01 0.0612
Cl 2.78542 -4.38997 -2.68385 0.18 0.02 -0.07 0.0534
S 2.33341 0.88739 0.65581 -0.36 -0.42 -0.06 -0.2723
O -0.96772 -1.84376 -0.42433 0.15 0.66 0.23 -0.7792
N 0.46560 -1.19836 2.02306 0.02 -0.42 -0.70 -0.3389
N -0.87235 0.44758 -2.09423 1.12 0.04 0.22 -0.3422
N -0.01732 -0.50219 3.05188 0.45 0.31 0.58 -0.1657
N -2.10268 0.87540 -1.80901 -0.60 -0.12 -0.10 -0.1714
N -1.47617 0.97296 0.96549 0.77 -0.45 -0.51 -0.7981
C -1.36776 -0.11067 3.15770 -0.88 0.15 -0.01 0.1266
C 1.66548 -1.63639 2.38706 -0.06 -0.03 0.23 -0.0011
C -2.01185 2.07282 0.32276 -0.16 0.39 -0.29 0.1606
C 0.41530 -5.42448 -1.93705 0.09 0.13 0.06 -0.1362
C -1.30039 -4.11027 -0.87358 0.02 0.00 0.13 -0.1267
C 3.35557 4.96449 -1.01623 0.04 0.09 -0.09 -0.2424
C -1.00848 -0.50596 -3.00991 -0.21 0.13 -0.23 0.0021
C 4.22550 4.28153 -0.18120 0.04 0.05 0.01 -0.1933
C -2.00530 -0.45560 4.34791 -0.16 0.09 -0.06 -0.2053
C -3.96240 -0.40709 5.92856 -0.05 -0.08 -0.06 -0.6209
C -3.02426 0.22231 -2.52733 0.06 -0.33 -0.17 0.0100
C -0.50652 -2.93998 -0.89922 0.07 -0.52 -0.24 0.3277
C 0.86066 -0.48760 4.07040 0.49 -0.03 -0.07 0.0092
C 2.15306 4.38026 -1.37775 -0.03 0.14 -0.08 -0.1993
C 3.89253 3.02803 0.29005 -0.14 0.00 -0.05 -0.2372
C -3.05751 4.34282 -1.02642 0.01 -0.14 0.01 -0.0320
C -3.40549 0.87681 2.41135 0.05 -0.15 0.00 -0.2387
C 1.96459 -1.21140 3.67873 -0.12 0.00 0.14 -0.3273
C -3.31197 -0.09404 4.61475 0.11 0.08 -0.01 -0.0576
C 2.67102 2.45226 -0.05791 -0.01 -0.08 -0.02 -0.1651
C -2.77182 4.37848 0.33590 -0.02 -0.12 -0.02 -0.1812
C 1.21976 -4.29244 -1.98751 -0.09 -0.27 -0.05 -0.0843
C 1.80528 3.12772 -0.90500 -0.08 -0.04 0.01 -0.1937
C -2.27340 3.27621 0.99539 0.18 -0.06 -0.14 -0.2261
C -4.00932 0.56680 3.60614 0.15 -0.07 0.07 -0.1762
C -2.05076 0.58966 2.15080 -0.22 -0.18 0.47 0.1651
C -3.59219 5.54074 -1.74964 0.06 -0.04 -0.04 -0.6267
C -0.85114 -5.32547 -1.35907 0.05 0.18 -0.05 -0.0590
C 0.76842 -3.08584 -1.47774 -0.36 -0.46 0.00 -0.1247
C -2.35319 -0.68857 -3.31582 -0.14 0.05 -0.04 -0.3186
C -2.81150 3.15870 -1.70311 -0.01 0.11 0.12 -0.2121
C -2.30204 2.04625 -1.04678 -0.14 0.66 0.55 0.1254
H -4.61662 -1.27548 5.84041 -0.03 -0.05 0.07 0.2192
H 0.66829 0.05940 4.97219 -0.14 0.01 0.12 0.2319
H 3.62399 5.93821 -1.39870 -0.02 0.09 0.00 0.2110
H -2.06089 3.33103 2.05352 0.03 -0.03 0.05 0.2269
H 5.16434 4.72726 0.11354 0.09 0.04 -0.03 0.2116
H -4.46357 5.26466 -2.34076 -0.05 0.10 -0.10 0.2175
H 2.85734 -1.39334 4.24028 0.15 -0.02 0.10 0.2390
H -4.57177 0.43404 6.25633 -0.02 0.00 0.09 0.2165
H -2.83166 5.94212 -2.41941 -0.05 0.09 -0.09 0.2205
H -0.14710 -0.98461 -3.43895 0.10 -0.15 0.15 0.2293
H -4.07279 0.43131 -2.42702 -0.07 0.11 0.04 0.2346
H 1.47706 4.91097 -2.03092 -0.09 0.04 -0.10 0.2084
H 0.86563 2.66792 -1.19492 0.00 0.09 0.00 0.2005
H 2.25425 -2.24283 1.72397 0.08 0.05 -0.21 0.2292
H 4.56826 2.48074 0.92944 0.07 -0.02 0.10 0.2166
H -3.98518 1.35313 1.63479 -0.01 0.07 -0.01 0.2185
H -5.04611 0.82829 3.76347 -0.12 0.04 -0.01 0.2087
H -3.02399 3.07772 -2.76035 0.02 0.03 -0.13 0.2150
H -1.44882 -1.02423 5.07965 0.04 -0.04 0.08 0.2109
H -3.87837 6.32445 -1.05324 -0.04 0.06 0.02 0.2168
H -2.78939 -1.39024 -3.99552 -0.04 -0.13 -0.17 0.2396
H -2.93909 5.28952 0.89170 -0.04 0.12 0.04 0.2119
H -3.21500 -0.61564 6.69158 -0.03 -0.02 0.07 0.2130
```
Positions in Å, forces in eV/Å.

> LUMO energy of number 1 (C32H23BrN4O5S4Sr)?

-0.62 eV

> Which of these has the lowest electronic energy?

C32H23BrN4O5S4Sr

> Look up the HOMO energy of the first one.

-7.704 eV